Entry from OMol25: the ion C4H6NS with charge +1 in a non-equilibrium geometry (ωB97M-V/def2-TZVPD).

Geometry as XYZ:
```
12
Properties=species:S:1:pos:R:3:forces:R:3
C -0.422263 -0.073494 -0.020446 -0.5 -0.1 -0.4
C -1.566830 0.710439 0.329934 -0.1 0.3 2.7
C -1.690841 -0.768892 0.185575 0.9 -0.7 1.3
C 2.016009 -0.027024 -0.457111 0.9 0.1 -0.2
N 0.675663 -0.322705 -0.468725 3.6 0.0 1.1
S 3.506221 -0.406627 0.786220 -3.1 0.8 -1.9
H -1.614024 1.163993 1.318629 0.3 -0.4 0.2
H -1.952732 1.417883 -0.304824 -0.9 1.1 -2.2
H -2.036649 -1.206221 -0.699854 -0.9 -0.6 -1.0
H -1.527907 -1.422091 1.058827 -0.9 0.4 -0.2
H 2.358934 -0.166292 -1.474904 0.6 -0.2 -0.1
H 2.254416 1.101034 -0.253326 0.2 -0.8 0.7
```
Positions in Å, forces in eV/Å.

Computed properties:
Frontier orbital gap (spin up / spin down) in eV: 5.39 / 5.23
Total charge: +1
ΔE to the lowest compared entry with this formula, charge and spin in kJ/mol: 565.96

Entry from OMol25: a structure of composition C3H34CrO18P in a non-equilibrium geometry (ωB97M-V/def2-TZVPD).

Geometry as XYZ:
```
57
Properties=species:S:1:pos:R:3:forces:R:3
Cr 6.006897 10.342976 -30.269292 2.8 3.4 1.2
P 7.766983 11.883385 -29.571736 -0.3 0.4 -0.6
O 8.855547 12.806613 -29.103088 -2.0 -2.0 -0.7
O 6.826490 11.161468 -28.599938 -0.9 -1.1 2.8
O 7.996355 10.610263 -30.448725 1.0 -1.4 -0.6
O 6.561817 12.341831 -30.450293 -0.9 0.6 -1.2
O 8.888779 11.590351 -32.892123 -0.4 0.0 0.0
H 8.661408 11.431255 -31.955692 0.3 -0.1 -0.7
H 8.584534 10.801470 -33.350451 0.2 -0.1 0.1
O 8.424437 15.500680 -29.515304 -0.1 -0.2 0.1
H 8.234197 15.846682 -28.639177 0.0 0.0 0.0
H 8.611886 14.556378 -29.371580 -0.1 0.9 -0.2
O 6.762171 8.311416 -30.899846 0.1 -0.8 -0.4
H 7.718185 8.178227 -30.808310 0.0 0.4 0.1
H 6.444519 7.530707 -31.367246 -0.1 0.0 0.0
O 5.471574 8.967269 -28.668967 -0.7 -0.4 0.4
H 5.072848 8.090821 -28.702466 0.1 0.0 -0.1
H 5.841400 9.045447 -27.767169 0.4 0.3 -0.1
O 7.025968 14.321938 -32.098198 -0.4 -0.5 0.1
H 6.368333 14.260132 -32.797578 0.0 0.1 0.0
H 6.782765 13.613820 -31.451600 0.4 1.0 -0.9
O 10.197603 14.191261 -27.245307 0.1 -0.4 -0.1
H 9.493943 14.407307 -26.626082 0.0 0.0 0.0
H 9.774049 13.613215 -27.910781 0.1 0.7 0.7
O 11.366515 11.909688 -28.861696 -0.5 0.2 0.1
H 11.619945 12.489700 -28.133206 0.0 0.0 0.0
H 10.404479 12.085659 -28.995174 1.1 0.0 0.3
O 10.561604 9.766159 -30.218063 -0.3 -0.2 0.1
H 9.618492 9.997413 -30.234986 0.5 -0.2 -0.1
H 10.967086 10.448388 -29.652119 0.3 -0.5 -0.2
O 5.833438 10.474428 -32.359046 -0.6 0.1 -0.6
H 6.091717 11.308996 -32.788499 0.4 0.1 0.5
H 5.387372 9.962863 -33.043874 0.0 -0.2 0.2
O 4.172889 11.383619 -29.797045 -0.7 -0.6 -0.1
H 3.625438 11.947524 -30.354531 0.2 0.0 -0.1
H 3.791566 11.457031 -28.912331 0.3 -0.1 0.1
O 10.372265 13.793936 -31.182819 0.0 -0.2 0.1
H 10.973729 13.142365 -31.557821 0.0 0.0 0.0
H 10.069766 13.396357 -30.352153 0.4 0.4 -0.6
O 5.957231 12.688091 -26.431789 0.0 -0.1 -0.1
H 6.378069 12.279489 -27.207448 -0.3 0.1 0.3
H 5.170490 13.118829 -26.781097 0.1 0.2 0.0
O 5.007114 14.399536 -29.665350 -0.3 -0.7 0.3
H 4.212562 14.368898 -30.205740 0.1 0.3 -0.1
H 5.498925 13.572163 -29.879176 -0.2 0.8 0.1
C 9.338803 10.885429 -25.790113 0.0 0.5 0.0
C 8.795852 9.499915 -26.127207 1.1 0.0 0.3
C 8.920540 8.521532 -24.981275 0.6 -0.2 0.6
O 7.440747 9.593194 -26.477255 -1.0 0.0 -0.7
H 9.055173 11.628461 -26.538449 -0.3 -0.1 -0.2
H 10.427113 10.956988 -25.812491 0.0 -0.4 0.3
H 8.945030 11.270372 -24.847581 0.1 -0.2 0.1
H 9.403864 9.130797 -26.967176 -0.2 -0.1 -0.1
H 8.665363 7.488747 -25.223588 -0.3 0.1 -0.3
H 8.338524 8.826941 -24.109573 -0.2 0.1 -0.2
H 9.953910 8.461635 -24.629197 0.1 0.2 -0.1
H 7.381858 10.268979 -27.182499 -0.1 -0.2 0.3
```
Positions in Å, forces in eV/Å.

Computed properties:
2S+1: 4
Frontier orbital gap (spin up / spin down) in eV: 7.13 / 7.69
Total charge: 0
<S²>: 3.818

Entry from OMol25: a structure of composition C33H86I3N3O27PS in a non-equilibrium geometry (ωB97M-V/def2-TZVPD).

Geometry as XYZ:
```
154
Properties=species:S:1:pos:R:3:forces:R:3
C 2.934521 4.715738 1.358983 0.0 1.0 -1.6
C 2.170808 3.712197 0.380474 -1.8 -2.7 1.9
I 2.149608 3.975830 -1.809515 0.3 0.0 1.6
C 1.412878 2.577884 0.835227 2.0 2.0 -1.9
I 1.346458 2.306902 3.022981 -0.4 0.0 -1.7
C 0.620718 1.613680 -0.133824 -3.4 0.2 -0.8
C -0.847541 2.137313 -0.387012 1.3 -2.3 -1.0
C -1.401135 3.500517 0.252542 -1.2 2.6 1.5
C -1.317603 4.886744 -0.498512 -1.6 -1.4 3.5
C -1.933457 6.114348 0.216504 0.5 -2.0 -0.2
N -2.558061 6.159868 1.501089 1.8 -4.3 -2.0
C -2.635308 4.895180 2.161131 1.1 -1.1 -1.3
C -2.097570 3.529400 1.666176 0.6 2.8 -2.7
C -1.783045 1.321419 -1.313652 3.2 -1.5 0.4
C -1.325658 -0.033778 -1.973365 -0.1 3.1 1.9
C -2.470190 -0.631494 -2.905999 -0.2 0.7 -1.1
O -3.357692 -1.599472 -2.252570 0.1 1.8 0.6
C -4.164917 -0.973441 -1.257098 -2.2 1.3 4.5
C -5.162615 0.190200 -1.470920 0.5 -0.8 1.8
C -5.973285 0.859690 -0.331607 2.3 -2.3 1.8
C -6.979245 2.092783 -0.495141 -0.3 -0.9 0.1
C -5.764700 0.312388 1.117252 1.9 -1.7 -2.8
C -4.794869 -0.892048 1.392344 -1.0 2.0 -3.5
C -4.005089 -1.522371 0.214905 -0.9 1.7 -0.5
C -2.978615 -2.753326 0.445004 -1.3 -0.4 0.5
C -3.549025 -4.060244 -0.362007 0.5 0.4 -0.2
C -2.968242 -3.185961 2.021423 -0.1 -0.2 -1.2
C 0.100793 -0.589286 -1.707761 -0.6 0.5 0.0
C 0.549149 -1.940838 -2.317721 2.2 0.8 1.4
C -0.318820 -2.955804 -3.172471 -0.1 -0.5 0.8
S 0.024855 -2.611999 -4.990688 -2.7 4.8 -2.8
O 0.666653 -1.239740 -5.100214 -0.4 -4.0 1.1
O -1.274001 -2.568817 -5.780579 3.1 -1.5 2.3
N 1.934745 -2.373855 -2.100718 -1.4 3.1 1.8
I 2.700747 -4.127201 -2.964833 -0.6 0.5 0.0
C 2.899741 -1.607234 -1.279779 -2.3 2.9 -0.1
P 4.642854 -2.404777 -1.063621 0.4 -2.2 1.7
N 4.561887 -3.739193 -0.133342 0.0 1.1 -1.8
C 2.523510 -0.223234 -0.611017 -0.9 -2.9 -2.0
C 3.731777 0.451812 0.163747 1.0 0.4 -0.9
C 4.038474 -0.090788 1.638762 0.2 0.1 1.6
C 5.629442 -0.286549 1.952519 -0.4 0.1 -0.1
C 3.270828 -1.415484 2.102014 0.7 0.2 1.1
C 1.072726 0.294602 -0.802184 0.7 -0.4 0.3
H 2.176417 5.424395 1.873576 1.2 -1.4 -0.6
H 3.577266 5.412884 0.695676 -1.0 -1.2 1.1
H 3.646224 4.215763 2.098983 -1.3 0.5 -1.0
H -0.819242 4.902024 -1.531191 -1.0 0.3 1.8
H -1.882638 7.113058 -0.361041 -0.1 -1.8 1.1
H -3.140425 4.893406 3.199727 0.9 0.2 -1.9
H -2.218732 2.577504 2.299785 0.2 1.8 -1.2
H -2.833874 1.767344 -1.488098 1.9 -1.1 0.1
H -2.038877 -1.088916 -3.878387 -0.8 0.6 1.8
H -3.173588 0.208686 -3.281807 1.6 -1.0 0.8
H -5.300889 0.603987 -2.528501 0.2 -0.7 1.6
H -8.041715 1.650471 -0.503046 1.5 0.7 0.0
H -6.938950 2.797434 0.420634 0.2 -1.2 -1.6
H -6.862006 2.674513 -1.470375 0.1 -0.8 1.4
H -6.318786 0.784487 2.003869 0.9 -0.8 -1.6
H -4.715343 -1.216792 2.489231 0.1 0.3 -2.0
H -1.933918 -2.454075 0.068095 -1.5 -0.4 0.6
H -3.131976 -5.052786 0.084681 -0.8 1.9 -0.6
H -3.249211 -4.030264 -1.477003 -0.6 0.0 1.7
H -4.692110 -3.992448 -0.300152 1.7 -0.4 -0.1
H -2.830404 -2.277008 2.701821 -0.3 -1.6 -0.9
H -2.157608 -3.983053 2.178428 -1.1 1.3 -0.1
H -3.975892 -3.722176 2.200467 1.5 1.1 0.0
H -1.451887 -2.887857 -3.059994 1.5 0.5 -0.1
H -0.148524 -4.073701 -2.905511 0.2 2.0 -0.5
H 0.834889 -3.620007 -5.532394 -0.4 0.6 0.7
H 5.568793 -1.556697 -0.390026 -1.0 0.5 -0.8
H 5.238541 -2.683501 -2.360791 -0.6 0.8 0.6
H 4.907723 -4.541876 -0.680963 -0.5 0.3 0.5
H 3.706124 1.600320 0.226132 -0.6 -1.9 -0.3
H 4.662487 0.297734 -0.515202 -1.6 0.1 1.1
H 3.721965 0.747324 2.374299 0.4 -1.3 -1.4
H 5.837379 -0.142686 3.080961 -0.5 -0.2 -1.9
H 5.999427 -1.338974 1.674908 -0.6 1.6 0.3
H 6.228714 0.490959 1.371474 -0.7 -1.1 0.8
H 3.222789 -1.376816 3.260939 0.1 -0.1 -1.9
H 2.189332 -1.518888 1.755337 1.5 0.1 0.2
H 3.939599 -2.313984 1.861004 -1.4 1.0 0.0
O -3.794466 -1.015274 4.860638 0.2 0.5 -0.4
H -3.076435 -0.387566 5.013839 0.0 -0.2 0.2
H -4.585011 -0.545878 5.160833 -0.1 -0.3 0.1
O -0.244995 -3.073699 -8.737669 0.1 0.1 0.2
H -0.259895 -3.108133 -7.773288 -0.2 0.0 -0.2
H -1.177971 -3.046389 -8.984998 0.2 -0.1 -0.1
O -5.913310 -1.921080 6.425494 0.0 -0.1 0.1
H -5.372975 -1.916563 7.225563 -0.1 0.0 -0.1
H -5.569738 -2.665865 5.916371 0.0 0.1 0.1
O -0.502541 -1.100295 3.340309 -0.1 0.1 -0.3
H -1.368663 -1.207466 3.756635 0.2 0.0 0.2
H -0.574911 -0.265220 2.862003 0.1 -0.1 0.0
O -0.981529 9.324452 1.571580 -0.1 -0.1 -0.4
H -0.698570 9.573347 0.681561 0.3 0.0 0.2
H -1.198573 8.386740 1.494350 -0.1 0.1 0.2
O 2.716361 -0.095613 5.564398 -0.1 0.1 -0.3
H 1.876941 -0.466207 5.257675 0.0 -0.1 0.1
H 2.824883 0.705934 5.036337 0.1 -0.1 0.1
O -0.007040 1.597805 -6.185998 0.1 -0.2 -0.1
H 0.373952 0.784275 -5.830059 -0.1 0.0 0.0
H -0.103187 1.418775 -7.129867 0.0 0.1 0.1
O 4.556391 -6.834526 -1.005794 -0.3 -0.1 -0.2
H 4.436490 -7.651177 -0.504176 0.2 0.1 0.0
H 3.681180 -6.655327 -1.374142 0.2 0.0 0.2
O 7.743221 -1.784120 -0.572238 -0.3 -0.2 -0.3
H 8.025952 -1.539643 -1.463169 0.1 0.0 0.2
H 7.525007 -2.725528 -0.645175 0.3 -0.1 0.2
O -2.722651 7.923632 4.393499 -0.2 -0.1 -0.1
H -2.597081 7.486588 3.542337 0.0 0.1 0.0
H -2.948689 8.834353 4.156827 0.3 0.0 -0.1
O 0.434596 -4.448433 3.467018 -0.1 0.0 -0.2
H 0.560544 -4.882261 2.613519 0.1 0.2 0.1
H 0.209793 -3.537058 3.234478 0.0 0.1 0.0
O -1.108034 -1.776665 6.063148 0.0 0.2 -0.1
H -0.566517 -1.771130 6.862518 -0.1 -0.2 -0.1
H -0.764730 -2.520933 5.555091 0.0 0.0 0.3
O 7.445988 -5.537598 -0.973586 -0.2 0.1 0.1
H 6.514234 -5.781344 -1.058004 0.2 -0.2 0.0
H 7.716912 -5.934611 -0.136444 0.0 0.1 -0.1
O 4.865942 1.599139 -3.531888 -0.3 -0.2 0.0
H 4.059698 1.947446 -3.130192 0.1 0.1 0.0
H 4.614969 1.425084 -4.447938 0.1 0.1 0.1
O 1.692294 9.758137 0.271057 0.3 -0.2 -0.1
H 2.220633 10.081476 1.011538 -0.2 0.0 0.0
H 2.193849 9.004362 -0.062604 -0.1 0.2 0.0
O -5.515239 9.011962 2.643375 -0.3 -0.1 0.0
H -4.988533 9.332206 3.385222 -0.2 -0.3 0.0
H -5.013708 8.257597 2.309948 0.0 0.1 0.1
O 2.403399 -1.385872 -9.832089 -0.1 0.2 0.3
H 2.455692 -0.506372 -9.437519 0.1 -0.1 -0.1
H 1.546500 -1.723402 -9.538847 0.0 -0.2 -0.2
O -3.275337 10.493970 2.739158 -0.2 0.5 -0.1
H -2.683409 10.738095 2.016764 0.3 -0.3 0.3
H -4.159623 10.644388 2.378740 0.1 0.0 0.0
O 0.394352 -4.197663 6.959379 0.2 -0.1 -0.2
H 1.184696 -4.496651 7.426650 -0.1 0.1 0.0
H 0.521466 -4.519016 6.055870 0.0 -0.1 0.1
O -2.353009 -6.942741 1.598377 -0.1 -0.1 0.2
H -3.287369 -7.161545 1.491681 0.1 0.0 0.0
H -2.108955 -7.364069 2.434131 0.0 0.1 0.0
O 4.601033 -2.392847 6.788413 0.0 0.1 -0.3
H 4.725672 -2.827401 5.936071 0.0 0.0 0.2
H 4.381270 -1.480146 6.555719 -0.1 -0.1 0.1
O 3.603785 -0.381112 -12.464453 0.0 0.0 0.1
H 3.662398 -0.949430 -11.684650 -0.2 0.0 -0.1
H 2.677176 -0.114265 -12.488590 0.1 -0.1 0.0
O 0.135061 -7.434512 3.799519 -0.2 0.0 -0.5
H 0.256365 -7.861332 2.941749 0.1 -0.1 0.2
H -0.076024 -6.520910 3.572279 0.0 0.1 0.4
O -1.830475 -0.450562 -9.669243 -0.2 -0.2 0.2
H -2.763856 -0.680799 -9.759574 0.1 0.2 -0.1
H -1.569284 -0.854858 -8.831996 0.0 0.1 -0.1
```
Positions in Å, forces in eV/Å.

Computed properties:
Frontier orbital gap in eV: 5.20
Total charge: +1

Entry from OMol25: a cluster of 2 separate species, C4H7N2S in total in a non-equilibrium geometry (ωB97M-V/def2-TZVPD).

Geometry as XYZ:
```
14
Properties=species:S:1:pos:R:3:forces:R:3
C -0.019445 -0.687543 -0.022819 0.0 -3.6 0.5
C -0.099486 -2.846731 0.202701 -1.0 2.8 -0.2
C 0.825539 1.419283 -0.315122 0.2 0.5 -0.1
C -0.645004 1.508452 0.142013 -0.1 0.5 0.1
N 1.069403 -0.026067 -0.298433 0.2 0.2 -0.1
N -1.031831 0.095100 0.220636 -0.1 0.1 -0.1
S -1.487984 -3.481016 0.404916 0.4 0.1 0.0
H 0.932313 -3.104269 0.135986 0.5 -0.2 0.0
H 0.971274 1.807471 -1.325254 0.0 0.0 0.1
H 1.513416 1.928604 0.361450 -0.1 0.0 -0.1
H -0.751280 1.975522 1.123832 0.0 0.0 -0.1
H -1.276808 2.037918 -0.571664 0.1 0.0 0.1
H 1.959959 -0.428509 -0.532349 -0.1 -0.1 0.0
H -1.960065 -0.198216 0.474106 0.0 -0.3 0.0
```
Positions in Å, forces in eV/Å.

Computed properties:
Frontier orbital gap in eV: 8.71
Total charge: +1
ΔE to the lowest compared entry with this formula, charge and spin in kJ/mol: 238.20